Entry from the OMol25 dataset: a molecular structure, C27H60Br23NNb at a distorted geometry (wB97M-V/def2-TZVPD).

Structure (XYZ):
```
112
C27H60Br23NNb | the OMol25 dataset | wB97M-V/def2-TZVPD
C -3.389 0.136 3.141
C -2.366 -0.311 4.288
N -0.994 0.334 4.197
Nb 0.120 -0.316 2.496
C -0.147 -2.567 3.011
Br -1.815 -3.297 2.147
C 1.072 -3.404 2.416
C 0.886 -4.993 2.471
H -3.297 -0.484 2.186
H -3.383 1.251 2.929
H -4.445 -0.096 3.535
H -2.835 0.057 5.254
H -2.306 -1.440 4.392
H -1.026 1.352 4.316
H -1.309 -0.317 1.380
H 0.448 1.400 1.946
H 1.622 -0.336 3.570
H 1.184 -0.890 1.108
H -0.245 -2.646 4.149
H 2.042 -3.084 2.931
H 1.179 -3.097 1.319
H 0.511 -5.343 3.487
H 1.911 -5.448 2.278
H 0.204 -5.328 1.629
Br 0.947 -4.227 -0.901
C -0.275 -5.148 -2.106
C -1.232 -6.029 -1.344
Br -0.365 -7.669 -0.746
H 0.336 -5.694 -2.824
H -0.815 -4.354 -2.625
H -2.048 -6.357 -1.990
H -1.647 -5.547 -0.458
Br -4.776 3.106 1.861
C -6.316 2.325 2.765
C -6.726 3.144 3.965
Br -5.527 2.852 5.475
H -6.051 1.298 3.012
H -7.110 2.320 2.016
H -7.709 2.834 4.321
H -6.735 4.215 3.770
Br -5.135 1.036 -2.318
C -3.929 0.794 -0.801
C -2.589 0.272 -1.242
Br -2.666 -1.630 -1.653
H -4.436 0.139 -0.095
H -3.826 1.786 -0.360
H -1.861 0.356 -0.432
H -2.202 0.773 -2.129
Br -2.011 -0.086 -5.505
C -3.222 -1.043 -6.694
C -4.168 -1.925 -5.919
Br -3.278 -3.544 -5.300
H -2.605 -1.592 -7.403
H -3.771 -0.266 -7.224
H -4.979 -2.274 -6.560
H -4.590 -1.437 -5.040
Br -2.817 2.071 8.553
C -1.632 0.598 9.045
C -0.573 0.382 7.999
Br -1.298 -0.523 6.432
H -2.262 -0.274 9.211
H -1.181 0.899 9.992
H 0.212 -0.276 8.377
H -0.124 1.310 7.646
Br -2.440 -2.879 -12.363
C -2.414 -3.211 -10.443
C -3.808 -3.368 -9.893
Br -4.702 -1.644 -9.721
H -1.860 -2.391 -9.987
H -1.847 -4.136 -10.324
H -3.777 -3.775 -8.881
H -4.447 -3.996 -10.513
Br -0.585 3.671 5.948
C 1.316 3.650 6.374
C 2.134 4.326 5.299
Br 2.335 3.180 3.736
H 1.593 2.608 6.532
H 1.399 4.192 7.318
H 3.151 4.507 5.653
H 1.703 5.264 4.953
Br 4.415 6.260 2.735
C 5.978 5.432 1.922
C 6.122 3.997 2.370
Br 6.829 3.878 4.183
H 6.837 6.055 2.172
H 5.801 5.483 0.844
H 6.848 3.481 1.750
H 5.184 3.455 2.362
Br 3.136 9.230 -1.937
C 4.325 8.971 -0.414
C 5.661 8.425 -0.849
Br 5.548 6.524 -1.260
H 3.804 8.325 0.290
H 4.441 9.962 0.026
H 6.387 8.498 -0.038
H 6.061 8.918 -1.734
Br 6.433 1.510 2.365
C 5.822 0.042 3.495
C 6.880 -1.023 3.641
Br 6.999 -2.129 2.040
H 4.894 -0.327 3.060
H 5.606 0.503 4.462
H 6.621 -1.714 4.445
H 7.875 -0.619 3.822
Br 0.601 -5.874 -14.128
C 1.415 -4.856 -12.679
C 1.640 -5.718 -11.462
Br -0.024 -6.026 -10.497
H 0.767 -4.001 -12.489
H 2.366 -4.503 -13.080
H 2.293 -5.211 -10.750
H 2.057 -6.695 -11.698
```

Total charge: -1
E_LUMO in eV: 1.523
Largest force on an atom in eV/Å: 5.753
Spin multiplicity: 1
Electronic energy in hartree: -60378.51099